Entry 1:
ORCA calculation (ωB97M-V/def2-TZVPD) on C3H10N2OS in the gas phase in a non-equilibrium geometry.

Results
ΔE to the lowest compared entry with this formula, charge and spin = 577.19 kJ/mol
Spin multiplicity = 1
Frontier orbital gap = 8.211 eV
Charge = 0
SMILES = CN=[S@@](C)(=O)NC
LUMO = 0.6 eV
Total energy = -19131.0466 eV

XYZ file:
```
17
Properties=species:S:1:pos:R:3:forces:R:3
C -2.453535 0.578865 -0.264079 1.3 0.6 -3.5
N -1.172592 0.664636 0.354477 4.0 -1.8 0.2
S 0.244286 -0.461960 -0.434760 -3.8 2.8 6.0
C 0.274598 -2.118155 0.205777 -1.0 0.8 -2.3
O 0.385654 -0.473698 -1.811427 1.0 0.0 -4.7
N 1.614193 0.112953 0.412252 -0.8 -0.5 -0.7
C 1.753559 1.600535 0.217171 1.1 -1.5 0.3
H -3.038773 1.456439 0.083828 0.2 -0.8 0.2
H -2.913912 -0.399392 -0.117616 -0.7 0.2 -0.2
H -2.280116 0.833740 -1.437775 -1.0 -0.9 2.1
H -0.163041 -2.828228 -0.472836 -0.9 0.1 -0.3
H 1.258508 -2.373154 0.194672 3.0 -0.7 0.7
H -0.194042 -2.028077 1.108104 -1.0 -0.3 2.5
H 1.413164 -0.103938 1.390193 0.1 0.1 -0.1
H 0.758329 1.927251 0.387014 -0.7 1.3 0.1
H 2.475673 1.916644 1.056680 -0.9 -0.1 -1.9
H 2.038052 1.695537 -0.871667 0.2 0.5 1.5
```
Forces are in eV/Å.

***

Entry 2:
ORCA calculation (ωB97M-V/def2-TZVPD) on 2 unconnected molecules or ions with the total composition C3H10N2S in a non-equilibrium geometry.

Results
ΔE to the lowest compared entry with this formula, charge and spin = 121.13 kJ/mol
Spin multiplicity = 2
Frontier orbital gap (spin up / spin down) = 2.507 / 7.888 eV
Charge = -1
LUMO (spin up / spin down) = 3.6 / 3.6 eV
Total energy = -17086.2258 eV

XYZ file:
```
16
Properties=species:S:1:pos:R:3:forces:R:3
C 0.918962 -0.250348 -1.177876 -0.1 0.4 0.4
C -0.013479 0.066922 -2.068477 0.2 -0.2 0.2
N -0.540084 -0.816292 -3.049087 0.0 0.3 0.0
N 1.264914 0.595771 -0.058308 0.3 0.0 -1.1
H 1.363509 -1.236781 -1.137219 -0.1 -0.1 0.0
H -0.395790 1.077828 -2.083423 -0.1 0.0 -0.1
H -1.532645 -0.651870 -3.152508 0.0 0.0 -0.1
H -0.411473 -1.773891 -2.760520 0.0 -0.2 0.0
H 2.290032 0.613569 0.048402 -0.1 0.0 0.2
H 0.419936 -0.134845 1.032497 -0.5 -0.7 0.6
H 0.989864 1.567393 -0.261235 0.0 0.0 0.2
C -0.905942 0.289000 3.031361 0.1 0.0 -0.2
S -0.446078 -1.029088 1.866550 0.3 0.4 -0.3
H -1.810112 0.018175 3.574405 0.0 -0.1 0.0
H -0.090689 0.465581 3.731814 -0.1 0.1 0.1
H -1.100924 1.198874 2.463621 0.0 0.1 0.1
```
Forces are in eV/Å.

***

Entry 3:
ORCA calculation (ωB97M-V/def2-TZVPD) on C3H10N2S in the gas phase in a non-equilibrium geometry.

Results
ΔE to the lowest compared entry with this formula, charge and spin = 85.98 kJ/mol
Spin multiplicity = 1
Frontier orbital gap = 9.601 eV
Charge = 0
SMILES = NCNCCS
LUMO = 1.0 eV
Total energy = -17087.7132 eV

XYZ file:
```
16
Properties=species:S:1:pos:R:3:forces:R:3
N -3.104102 -0.706813 1.522990 0.0 1.6 0.6
C -2.114389 -0.862326 0.489240 0.7 -0.9 -1.1
N -0.996922 0.091777 0.466759 -0.6 -0.7 1.4
C -0.135648 0.182355 -0.696076 -1.0 2.2 -0.1
C 1.128706 1.010057 -0.293439 0.0 -2.2 -1.1
S 2.657627 0.116168 -0.813050 0.1 0.2 0.5
H -2.642566 -0.459638 2.396056 0.5 -0.9 0.2
H -3.597472 0.184406 1.440876 -0.4 -0.3 -0.8
H -2.584133 -0.933741 -0.498385 -0.5 0.4 0.0
H -1.717561 -1.873550 0.595870 0.4 0.0 0.2
H -1.362970 0.980159 0.774193 0.2 0.3 -0.3
H -0.641993 0.835382 -1.435605 0.1 -0.6 -0.3
H 0.021441 -0.786053 -1.157344 0.4 -0.1 0.2
H 1.040063 1.106861 0.771773 0.5 0.5 0.5
H 1.188482 1.939448 -0.844660 -0.1 0.3 0.2
H 2.757047 -0.743045 0.223466 -0.2 0.2 -0.2
```
Forces are in eV/Å.